1.
Entry from the OMol25 dataset: a structure of composition C23H30BN7O3PdS at a distorted geometry (wB97M-V/def2-TZVPD).

Geometry as XYZ:
```
66
Properties=species:S:1:pos:R:3
Pd -0.05619 0.25936 -0.43626
N -1.34806 0.91064 -4.56498
C -1.11268 0.98255 -3.22017
S -1.51751 -0.42921 -2.27650
N -0.61800 2.13031 -2.80998
N -0.28291 2.12038 -1.50022
C -0.02233 3.19896 -0.87685
C -0.10983 4.55847 -1.47022
C 0.86973 5.51599 -1.20017
C 0.79183 6.79294 -1.73529
C -0.26147 7.13292 -2.57197
C -1.22458 6.17977 -2.87414
C -1.15230 4.90672 -2.32805
C 0.38848 2.99209 0.54967
C 0.43465 4.04079 1.46101
C 0.83451 3.81107 2.76687
C 1.20481 2.53469 3.14009
C 1.09675 1.52867 2.19484
N 0.67036 1.73774 0.95375
H -2.03209 0.23003 -4.84861
H -1.36741 1.79585 -5.04746
H 1.72340 5.24830 -0.58867
H 1.56118 7.51918 -1.50369
H -0.32295 8.12732 -2.99654
H -2.03726 6.42430 -3.54686
H -1.91003 4.17291 -2.56724
H 0.13128 5.02843 1.14717
H 0.86141 4.62625 3.47921
H 1.53829 2.31062 4.14420
H 1.36372 0.50270 2.41414
C -0.34638 -4.79123 -3.38672
N 0.10398 -3.69615 -2.56088
C 1.13184 -2.75833 -2.96854
C 1.25056 -1.86458 -1.74740
O 1.98325 -0.93071 -1.61543
N 0.38361 -2.38755 -0.77697
C -0.25751 -3.43061 -1.30426
N -1.15436 -4.12965 -0.60446
H -0.40124 -4.45508 -4.42109
H -1.34272 -5.11527 -3.09313
H 0.33026 -5.64693 -3.32976
H 0.82110 -2.16788 -3.83023
H 2.08267 -3.24951 -3.18074
H -1.47762 -3.61097 0.22270
H -1.83498 -4.66374 -1.11690
C 1.49314 -2.03846 3.86313
C 0.80501 -2.47007 2.58342
C 1.30552 -3.86332 2.18946
O 1.14546 -1.56728 1.52910
B 0.05639 -1.57269 0.57855
O -1.08977 -2.17350 1.24242
C -0.74872 -2.39137 2.61855
C -1.42148 -3.66330 3.10651
C -1.26567 -1.19731 3.41135
H 2.57409 -2.08577 3.72023
H 1.22721 -2.70955 4.68438
H 1.22716 -1.02120 4.14885
H 2.37150 -3.78799 1.96959
H 0.80054 -4.22174 1.29001
H 1.16212 -4.59397 2.98833
H -1.19513 -4.51263 2.46158
H -2.50357 -3.51861 3.12860
H -1.09115 -3.90212 4.12126
H -0.77908 -0.27906 3.08139
H -1.10523 -1.33009 4.48372
H -2.33562 -1.09252 3.22631
```

The energy above the lowest of the compared OMol25 structures with the same formula, charge and spin comes out at 3.8 kcal per mole. The HOMO energy is -6.479 eV. The calculation puts the maximum force at 1.22 eV/A. The calculation puts the orbital gap at 0.25085 hartree.

=====

2.
Entry from the OMol25 dataset: a structure of composition C23H30ClN4O4PdS (wB97M-V/def2-TZVPD).

Geometry as XYZ:
```
64
Properties=species:S:1:pos:R:3
Pd 0.06338 -1.53825 -0.84093
Cl -0.57308 -5.01939 -5.06455
C -1.11101 -4.70512 -3.46272
C -1.96095 -5.58214 -2.81105
C -2.36139 -5.27014 -1.52277
C -1.89639 -4.10770 -0.93788
N -1.07404 -3.26955 -1.56680
C -0.68736 -3.55697 -2.81438
H -2.29983 -6.48266 -3.30448
H -3.02829 -5.92223 -0.97729
H -2.19288 -3.83466 0.06599
H -0.03324 -2.84894 -3.30814
C 4.84767 -1.17191 -1.49426
C 4.26626 -2.41538 -1.29740
C 2.91141 -2.50980 -0.99292
C 2.13394 -1.35945 -0.88841
C 2.71756 -0.11506 -1.10072
C 4.07447 -0.02418 -1.39100
H 5.90045 -1.09719 -1.73315
H 4.86264 -3.31514 -1.38451
H 2.47817 -3.49084 -0.82830
H 2.12436 0.79187 -1.06000
H 4.52224 0.94790 -1.55919
C 4.00819 3.72680 1.15807
C 2.51025 3.60967 1.19691
C 1.70306 4.73534 1.30698
C 0.31813 4.62678 1.32981
C -0.25795 3.37146 1.24505
C 0.52810 2.22915 1.12532
C 1.90307 2.35415 1.10413
S -2.01309 3.21005 1.30381
O -2.58069 4.51437 1.42240
O -2.31067 2.21003 2.31890
N -2.46893 2.50082 -0.07660
C -1.89519 2.94410 -1.35397
C -2.00654 1.81313 -2.37852
C -1.28525 0.54516 -1.93360
O -0.34017 0.09353 -2.59970
O -1.68853 -0.02819 -0.85394
H 4.33068 4.75005 1.33993
H 4.39104 3.41854 0.18359
H 4.46885 3.08230 1.90751
H 2.16088 5.71412 1.37618
H -0.31674 5.49782 1.41688
H 0.06040 1.25539 1.02043
H 2.52215 1.46962 1.00629
H -2.37768 1.48249 0.00045
H -0.83677 3.20023 -1.24053
H -2.41503 3.83647 -1.69977
H -1.55125 2.14849 -3.30733
H -3.05086 1.56513 -2.57817
N -3.34146 -0.47175 3.56936
C -1.99478 -1.13441 3.44045
C -1.62110 -1.27123 1.96318
N -0.24844 -1.68756 1.73287
H -3.60295 -0.31730 4.54325
H -4.07663 -1.02174 3.12324
H -3.30590 0.45079 3.10085
H -2.04117 -2.09783 3.94593
H -1.28275 -0.49532 3.95958
H -1.76556 -0.31246 1.46849
H -2.29240 -1.97800 1.46895
H -0.03904 -2.61061 2.09407
H 0.41861 -1.03262 2.12415
```

The energy above the lowest of the compared OMol25 structures with the same formula, charge and spin comes out at 21.8 kcal per mole. The HOMO energy (alpha / beta) is -10.223 / -10.752 eV. The multiplicity is 3. The calculation puts the maximum force at 0.67 eV/A. As for the net charge: +1. The calculation puts the orbital gap (alpha / beta) at 0.26107 / 0.27210 hartree.